1.
The following is a quantum chemistry calculation of C25H58BClN2O8Si2 as an isolated structure at a distorted geometry, from OMol25.

Summary:
E_LUMO = 0.0 eV
Orbital gap = 8.0 eV
Total energy = -75182.815 eV

Geometry as XYZ:
```
97
Properties=species:S:1:pos:R:3:forces:R:3
C -1.61669 1.58493 0.89587 -0.814 0.484 -0.851
C -1.55774 0.58865 -0.37817 -0.109 0.069 0.566
C -0.77779 -0.80261 -0.02516 -1.638 0.122 0.399
Si 1.10437 -0.48950 0.04528 1.363 0.650 -0.768
O 1.61171 0.52525 1.36541 -0.306 -0.342 -1.817
C 1.59087 0.48877 -1.56242 -0.002 -0.083 -0.106
C 1.26482 -0.30872 -2.91105 1.775 1.224 -0.635
O -0.15775 -0.57067 -3.13020 -0.187 1.750 -1.354
C -0.76724 0.47341 -3.88263 -0.021 1.936 -0.902
O -0.58026 1.69594 -3.70398 -0.235 -4.187 -0.017
C -1.73875 -0.02388 -5.08070 0.368 -1.565 1.783
C -3.23804 -0.04599 -4.47513 0.244 1.344 -1.001
O 2.08813 -1.90930 0.03937 -2.494 0.730 1.761
Si 1.61286 -3.08308 1.21941 0.606 -0.398 -1.824
C 0.67889 -4.47468 0.30032 -1.073 -0.853 -0.998
C 0.14464 -5.67160 1.22996 0.729 -0.633 -0.483
C 0.24125 -7.12634 0.52137 -0.169 -0.282 2.025
O -0.76228 -7.32242 -0.50378 0.680 -0.699 0.537
C 0.71928 -2.37699 2.76433 -1.878 -0.919 1.830
C 0.92059 -3.31915 4.06516 3.545 1.462 2.192
O 1.87508 -3.15596 4.86660 -3.824 -0.768 -3.528
Cl -0.25214 -4.67947 4.51655 0.674 1.315 -0.738
B 3.29771 -3.88083 1.89306 2.677 0.012 0.562
O 4.42870 -2.95630 1.90813 -1.989 -1.564 1.001
O 3.42918 -5.24747 2.34203 -0.496 2.262 0.953
H -0.58670 1.86948 1.29626 -1.429 -0.716 -0.400
H -2.32701 1.19137 1.71478 1.391 0.451 -1.138
H -2.09354 2.56917 0.52444 0.694 -1.458 0.599
H -2.63283 0.33526 -0.71274 1.642 0.367 0.599
H -1.08215 1.15681 -1.24226 -0.526 -0.913 1.115
H -1.08167 -1.61576 -0.78885 0.804 1.310 1.057
H -1.24461 -1.14589 0.97179 0.818 0.441 -1.361
H 2.07485 1.31059 0.98517 -0.482 -0.925 0.595
H 1.05543 1.50830 -1.60828 0.879 -1.531 0.045
H 2.72760 0.68283 -1.47198 -1.675 -0.339 -0.424
H 1.87665 -1.28050 -3.02753 -1.413 1.297 0.536
H 1.60052 0.35113 -3.79978 -0.395 -0.976 1.427
H -1.62390 0.61581 -6.01352 -0.150 -0.548 1.550
H -1.42249 -1.10808 -5.32141 -0.498 1.759 0.216
H -3.37381 0.95894 -3.92235 0.022 -1.702 -0.703
H -3.95223 -0.01448 -5.37903 0.891 -0.338 1.598
H -3.44303 -0.92799 -3.78756 0.360 1.195 -0.997
H 1.44306 -4.95256 -0.42717 -0.988 0.913 1.115
H -0.17160 -4.09528 -0.38737 1.290 -0.516 1.109
H 0.84747 -5.73547 2.13212 -1.067 -0.123 -1.179
H -0.91659 -5.52201 1.62146 1.441 -0.085 -0.637
H 1.31234 -7.38117 0.18855 -1.514 0.696 0.138
H 0.00601 -7.87729 1.37261 0.459 1.098 -1.177
H -0.95929 -8.29039 -0.51572 0.254 1.291 -0.075
H 1.07147 -1.33996 3.09715 -0.499 -1.464 -0.571
H -0.41677 -2.41994 2.55726 1.723 0.417 0.365
H 4.82818 -2.92931 2.80538 0.090 -0.380 -0.891
H 2.96414 -5.28418 3.21812 0.466 -0.380 -1.027
C 1.42804 3.94158 -9.37128 0.032 0.103 -0.046
C 0.49294 3.78129 -8.17895 0.139 0.158 -0.028
N 1.04449 4.28198 -6.92550 0.097 -0.086 0.318
C 0.26899 3.88030 -5.75250 0.059 -0.258 -0.087
C -1.15812 4.41081 -5.63113 -0.225 0.043 0.223
C 1.49312 5.67088 -6.92803 0.232 -0.037 -0.288
C 0.47017 6.74812 -7.28675 -0.046 0.299 0.060
H 2.39632 3.47091 -9.18197 -0.063 0.077 0.055
H 0.98981 3.46421 -10.25228 0.003 0.039 0.089
H 1.59396 4.99230 -9.62298 0.025 -0.078 0.019
H 0.29352 2.71012 -8.07199 -0.039 0.071 0.264
H -0.46848 4.25481 -8.41876 -0.101 -0.018 -0.103
H 0.82147 4.14505 -4.84410 0.063 0.073 -0.173
H 0.22314 2.78567 -5.73875 0.053 0.120 -0.150
H -1.17614 5.45975 -5.33399 -0.044 -0.006 -0.105
H -1.68993 3.85329 -4.85450 0.097 -0.003 -0.055
H -1.72659 4.29834 -6.55709 0.061 0.040 0.001
H 2.33396 5.75696 -7.62502 -0.098 -0.113 -0.030
H 1.93144 5.91210 -5.95326 -0.153 -0.240 0.017
H -0.14181 6.47651 -8.14945 0.025 -0.036 0.043
H 0.99019 7.67720 -7.53962 -0.023 -0.061 0.008
H -0.18991 6.97383 -6.44893 -0.067 -0.044 -0.113
C -2.41485 0.42491 9.68090 0.069 -0.052 0.093
C -2.11805 0.17891 8.20684 0.094 0.002 0.145
N -0.80456 0.65047 7.78313 0.148 0.223 -0.260
C -0.63674 0.66293 6.33232 -0.167 0.225 -0.017
C -0.67102 -0.67926 5.60388 0.072 -0.142 -0.243
C 0.33767 0.14012 8.53556 -0.079 0.091 0.348
C 0.53641 -1.37437 8.58581 0.221 -0.187 0.002
H -2.30380 1.48181 9.93678 0.065 -0.078 -0.051
H -3.44443 0.13215 9.90502 0.085 0.005 -0.055
H -1.76340 -0.16247 10.33319 -0.036 0.071 -0.027
H -2.88408 0.71145 7.63428 0.204 0.001 -0.185
H -2.25565 -0.88941 7.99298 -0.102 -0.093 0.014
H 0.29742 1.17717 6.07965 -0.002 -0.073 0.210
H -1.42485 1.29704 5.90804 -0.043 -0.051 0.174
H 0.25105 -1.24288 5.74597 -0.079 -0.009 0.088
H -0.77471 -0.50832 4.52752 -0.034 0.047 0.061
H -1.51340 -1.30109 5.91489 0.043 0.027 0.021
H 0.25938 0.50598 9.56514 -0.141 -0.002 -0.084
H 1.25636 0.60356 8.15908 -0.213 0.038 -0.184
H -0.39474 -1.91497 8.76857 0.008 0.054 -0.024
H 1.22147 -1.62686 9.40082 -0.045 0.023 -0.047
H 0.98506 -1.75428 7.66729 -0.111 -0.072 0.027
```
Positions in Å, forces in eV/Å.

Löwdin atomic charge list, values in e, 5 entries: number 1, C, carries -0.125; number 2, C, carries -0.274; number 3, C, carries -0.226; number 4, Si, carries 0.439; number 5, O, carries -0.183

2.
The following is a quantum chemistry calculation of C13H17FeNO2S2 as an isolated structure at a distorted geometry, from OMol25.

Summary:
Spin multiplicity = 5
E_LUMO (spin up / spin down) = 0.3 / -1.3 eV
Orbital gap (spin up / spin down) = 6.7 / 6.5 eV
Total energy = -75391.339 eV

Geometry as XYZ:
```
36
Properties=species:S:1:pos:R:3:forces:R:3
C -2.83685 1.20388 3.37532 0.000 0.182 0.380
N -1.85126 0.14507 3.30407 0.978 -0.212 -0.904
C -2.42703 -1.19941 3.24956 -0.124 0.031 0.188
C -0.57932 0.46046 2.85219 -0.452 0.982 0.387
S 0.05491 2.02115 2.81393 -0.338 -0.390 -0.055
S 0.39473 -0.83743 2.31040 1.469 -1.458 0.745
H -2.27054 2.13329 3.49286 -0.508 -0.070 -0.021
H -3.45053 1.23202 2.45577 0.206 0.033 0.312
H -3.48428 1.02278 4.24912 0.166 0.158 -0.342
H -1.66484 -1.97392 3.33694 -0.047 0.167 0.001
H -3.12321 -1.29762 4.09715 0.267 0.010 -0.213
H -3.01553 -1.37793 2.33320 0.295 0.180 0.110
C 2.32631 -1.90741 0.62387 -0.522 -0.750 0.901
C 1.99067 -0.40358 0.95362 -2.332 -0.851 -1.580
C 0.93809 0.18422 -0.03121 1.855 0.210 1.272
Fe 0.36733 0.18128 -2.19923 -2.332 -2.398 6.995
C -1.46452 -0.02242 -1.70300 -5.685 -1.286 2.662
O -2.39212 -0.41679 -1.09899 3.280 1.305 -2.122
C 0.47507 -1.63236 -2.14797 -0.255 -5.685 0.035
O 0.34937 -2.76605 -2.37553 0.516 2.446 0.330
C 0.49244 2.04815 -2.79598 0.116 1.499 -1.782
C -0.04280 1.12928 -3.80202 1.542 1.474 -2.212
C 0.96866 0.10660 -4.03308 0.934 1.756 -2.249
C 2.11112 0.42024 -3.18535 0.961 1.040 -1.906
C 1.81199 1.60343 -2.44953 0.828 1.042 -1.275
H 2.89999 -2.51745 1.39538 -0.362 1.292 -0.753
H 1.36361 -2.47061 0.57174 0.525 0.495 -0.167
H 2.80277 -2.06476 -0.36727 -0.122 0.584 0.590
H 2.90620 0.25195 1.13947 -1.685 -0.765 0.391
H -0.13083 -0.06863 0.13766 0.922 -0.484 -0.138
H 0.97883 1.25936 0.06389 0.120 0.479 -0.313
H 0.00257 2.97129 -2.47320 0.220 -0.549 -0.046
H -0.99148 1.22988 -4.33196 0.347 -0.143 0.386
H 0.90702 -0.69109 -4.76812 0.049 0.156 0.310
H 3.07366 -0.08291 -3.20331 -0.389 -0.061 0.171
H 2.50976 2.12609 -1.79037 -0.441 -0.422 -0.088
```
Positions in Å, forces in eV/Å.

Löwdin atomic charge list, values in e, 5 entries: number 1, C, carries -0.102; number 2, N, carries -0.296; number 3, C, carries -0.092; number 4, C, carries -1.132; number 5, S, carries 0.574